[1]
The following is a DFT calculation (ωB97M-V/def2-TZVPD) of one molecule with the formula C19H16N2O4.

Energy relative to the best compared isomer or geometry (same formula, charge and spin)   142.90 kJ/mol
LUMO energy   0.596 eV
Energy   -1144.10397 hartree
SMILES   C/C(N)=C(/C#N)C(=O)COC(=O)c1ccccc1Oc1ccccc1

Last column: natural (NBO) charge in e.
Geometry (Å):
C  5.174  0.824  1.476  -0.67
C  5.217  -0.192  0.394  0.41
N  6.416  -0.455  -0.148  -0.75
C  4.084  -0.843  -0.055  -0.46
C  4.226  -1.775  -1.098  0.28
N  4.400  -2.541  -1.938  -0.36
C  2.759  -0.584  0.485  0.58
O  2.534  0.090  1.468  -0.58
C  1.612  -1.255  -0.281  -0.17
O  0.423  -0.500  -0.143  -0.47
C  0.524  0.766  -0.559  0.80
O  1.534  1.209  -1.060  -0.61
C  -0.705  1.566  -0.367  -0.25
C  -0.610  2.933  -0.626  -0.13
C  -1.698  3.768  -0.481  -0.25
C  -2.908  3.238  -0.060  -0.17
C  -3.027  1.888  0.200  -0.30
C  -1.937  1.031  0.044  0.42
O  -2.015  -0.289  0.342  -0.50
C  -3.187  -0.983  0.184  0.37
C  -4.054  -0.768  -0.882  -0.30
C  -5.182  -1.558  -1.016  -0.19
C  -5.448  -2.564  -0.103  -0.23
C  -4.573  -2.788  0.947  -0.19
C  -3.446  -2.003  1.094  -0.28
H  6.143  1.299  1.607  0.20
H  4.865  0.358  2.411  0.26
H  4.418  1.574  1.249  0.27
H  7.233  0.059  0.135  0.40
H  6.493  -1.112  -0.907  0.42
H  1.871  -1.363  -1.340  0.21
H  1.397  -2.235  0.151  0.22
H  0.349  3.313  -0.946  0.24
H  -1.607  4.823  -0.687  0.22
H  -3.766  3.881  0.074  0.22
H  -3.968  1.482  0.542  0.23
H  -3.838  0.006  -1.604  0.23
H  -5.852  -1.387  -1.846  0.22
H  -6.331  -3.175  -0.214  0.21
H  -4.771  -3.576  1.658  0.22
H  -2.751  -2.163  1.903  0.23

[2]
The following is a DFT calculation (ωB97M-V/def2-TZVPD) of C19H16N3O5Se2Sn as an isolated structure.

Energy relative to the best compared isomer or geometry (same formula, charge and spin)   0.00 kJ/mol
Net charge   -1
LUMO energy   2.128 eV
Energy   -6291.41152 hartree

Last column: natural (NBO) charge in e.
Geometry (Å):
Sn  -0.758  -0.492  0.960  1.25
O  2.540  1.052  2.779  -0.62
C  2.032  0.369  1.913  0.82
O  0.949  0.702  1.259  -0.89
C  2.742  -0.902  1.446  -0.35
C  2.638  -1.098  -0.077  0.08
C  3.733  -2.067  -0.543  -0.42
C  3.162  -3.425  -0.058  -0.43
C  1.870  -2.973  0.632  0.09
O  1.445  -1.890  -0.206  -0.55
C  2.199  -2.268  1.967  -0.35
C  0.979  -2.323  2.900  0.81
O  1.050  -3.040  3.882  -0.65
O  -0.100  -1.686  2.553  -0.86
H  3.777  -0.784  1.762  0.23
H  2.526  -0.182  -0.654  0.23
H  3.841  -2.042  -1.627  0.21
H  4.698  -1.826  -0.098  0.21
H  2.926  -4.075  -0.902  0.20
H  3.827  -3.962  0.617  0.21
H  1.083  -3.721  0.696  0.21
H  2.981  -2.802  2.501  0.23
Se  0.716  1.736  -4.890  0.16
Se  2.236  0.215  -4.110  0.18
C  1.063  -1.214  -3.543  0.06
C  1.591  -2.500  -3.497  -0.29
C  0.777  -3.515  -3.027  -0.16
C  -0.515  -3.213  -2.633  -0.27
C  -0.943  -1.899  -2.738  0.06
N  -0.171  -0.913  -3.189  -0.44
C  0.185  2.632  -3.258  0.06
C  -0.618  3.760  -3.400  -0.30
C  -1.099  4.356  -2.248  -0.16
C  -0.751  3.820  -1.015  -0.26
C  0.078  2.711  -0.991  0.04
N  0.532  2.116  -2.101  -0.45
H  2.603  -2.693  -3.829  0.22
H  1.148  -4.531  -2.970  0.21
H  -1.179  -3.973  -2.245  0.22
H  -1.945  -1.616  -2.438  0.20
H  -0.864  4.146  -4.381  0.21
H  -1.738  5.228  -2.312  0.21
H  -1.112  4.241  -0.087  0.23
H  0.397  2.275  -0.052  0.25
N  -2.561  1.771  2.748  -0.49
C  -1.846  0.955  2.344  -0.17

[3]
The following is a DFT calculation (ωB97M-V/def2-TZVPD) of C19H16N3O6Pt as an isolated structure.

Energy relative to the best compared isomer or geometry (same formula, charge and spin)   0.00 kJ/mol
Net charge   +3
LUMO energy (spin up / spin down)   -14.629 / -14.993 eV
Energy   -1467.43455 hartree

Last column: natural (NBO) charge in e.
Geometry (Å):
Pt  0.055  0.023  0.001  1.08
O  6.462  2.219  0.244  -0.71
C  6.256  0.842  0.109  -0.11
C  4.779  0.589  0.087  0.13
C  4.256  -0.702  0.059  -0.21
C  2.894  -0.885  0.032  0.07
N  2.042  0.154  0.033  -0.44
C  2.528  1.422  0.060  0.16
C  3.881  1.659  0.088  -0.19
C  1.495  2.466  0.059  0.26
C  1.734  3.821  0.092  -0.21
C  0.667  4.723  0.095  0.12
C  0.865  6.220  0.121  -0.11
O  0.274  6.822  -1.001  -0.66
C  -0.628  4.204  0.042  -0.20
C  -0.819  2.845  0.011  0.07
N  0.223  1.989  0.023  -0.46
H  7.405  2.414  0.310  0.51
H  6.694  0.266  0.934  0.22
H  6.676  0.448  -0.826  0.23
H  4.900  -1.572  0.060  0.27
H  2.463  -1.874  0.012  0.23
H  4.278  2.663  0.117  0.28
H  2.750  4.191  0.125  0.26
H  1.921  6.479  0.243  0.20
H  0.326  6.611  0.987  0.23
H  0.649  6.481  -1.822  0.48
H  -1.485  4.865  0.023  0.28
H  -1.808  2.414  -0.019  0.24
O  -2.005  0.036  -0.009  -0.51
C  -2.794  -0.902  -0.012  0.47
C  -2.409  -2.323  -0.014  -0.17
C  -3.383  -3.268  -0.016  -0.11
C  -3.016  -4.653  -0.017  0.33
C  -1.706  -5.127  -0.017  -0.23
C  -0.701  -4.199  -0.015  0.00
C  -1.006  -2.761  -0.013  0.53
O  -0.037  -1.980  -0.012  -0.45
N  -4.137  -5.653  -0.019  0.49
O  -3.798  -6.803  -0.010  -0.24
O  -5.241  -5.171  -0.048  -0.26
H  -3.865  -0.672  -0.014  0.23
H  -4.442  -3.029  -0.017  0.32
H  -1.522  -6.196  -0.017  0.33
H  0.346  -4.485  -0.015  0.28

[4]
The following is a DFT calculation (ωB97M-V/def2-TZVPD) of a 2-piece molecular cluster, C19H16N6O7 overall in a non-equilibrium geometry.

Energy relative to the best compared isomer or geometry (same formula, charge and spin)   276.78 kJ/mol
LUMO energy   -2.731 eV
Energy   -1588.46931 hartree
SMILES   O=[N+]([O-])c1cc([N+](=O)[O-])c2no[n+]([O-])c2c1.NC(=O)C1=CN(Cc2ccccc2)C=CC1

Last column: natural (NBO) charge in e.
Geometry (Å):
O  -0.835  2.288  1.835  -0.35
N  -0.292  1.159  1.799  0.50
O  -0.942  0.110  1.562  -0.36
C  1.127  1.071  2.036  0.00
C  1.897  2.252  2.163  -0.10
C  3.289  2.188  2.281  0.02
N  4.074  3.409  2.262  0.50
O  5.316  3.391  2.326  -0.33
O  3.418  4.475  2.162  -0.37
C  3.919  0.886  2.370  0.10
N  5.209  0.551  2.659  -0.07
O  5.213  -0.822  2.734  -0.12
N  3.944  -1.346  2.448  0.41
O  3.742  -2.552  2.433  -0.34
C  3.102  -0.247  2.243  0.02
C  1.726  -0.209  2.077  -0.11
H  1.414  3.228  2.149  0.30
H  1.158  -1.132  2.018  0.28
N  2.660  0.428  -1.535  -0.85
C  1.435  0.348  -2.161  0.66
O  1.049  1.226  -2.930  -0.63
C  0.551  -0.807  -1.827  -0.24
C  -0.686  -0.812  -2.395  0.11
N  -1.602  -1.786  -2.119  -0.42
C  -2.992  -1.582  -2.608  -0.23
C  -3.670  -0.582  -1.731  0.04
C  -3.586  0.782  -2.026  -0.25
C  -4.019  1.718  -1.084  -0.19
C  -4.539  1.287  0.143  -0.21
C  -4.675  -0.084  0.407  -0.20
C  -4.261  -1.016  -0.543  -0.24
C  -1.314  -2.802  -1.264  0.02
C  -0.112  -2.877  -0.640  -0.26
C  0.904  -1.797  -0.760  -0.43
H  3.098  -0.367  -1.086  0.39
H  3.300  1.107  -1.930  0.41
H  -1.059  -0.032  -3.070  0.23
H  -2.913  -1.213  -3.634  0.21
H  -3.499  -2.548  -2.573  0.21
H  -3.149  1.095  -2.978  0.21
H  -3.935  2.785  -1.305  0.22
H  -4.846  2.020  0.894  0.22
H  -5.088  -0.426  1.359  0.22
H  -4.347  -2.093  -0.359  0.21
H  -2.125  -3.524  -1.112  0.21
H  0.076  -3.699  0.045  0.21
H  0.951  -1.238  0.217  0.18
H  1.911  -2.212  -0.955  0.19

[5]
The following is a DFT calculation (ωB97M-V/def2-TZVPD) of one molecule with the formula C19H16O2 in a non-equilibrium geometry.

Energy relative to the best compared isomer or geometry (same formula, charge and spin)   327.11 kJ/mol
LUMO energy   -0.484 eV
Energy   -883.85931 hartree
SMILES   CCCC(=O)C#CC#CCOc1ccc2ccccc2c1

Last column: natural (NBO) charge in e.
Geometry (Å):
C  5.387  -2.781  6.193  -0.62
C  4.351  -3.789  5.499  -0.38
C  3.181  -2.837  4.970  -0.48
C  2.236  -3.610  4.016  0.48
O  1.947  -4.851  4.251  -0.52
C  1.678  -2.960  2.891  -0.07
C  1.232  -2.292  2.006  0.01
C  0.448  -1.516  1.046  0.03
C  -0.189  -1.047  0.090  0.03
C  -1.014  -0.501  -0.940  -0.15
O  -0.773  0.935  -0.909  -0.51
C  -1.347  1.743  -1.842  0.28
C  -0.601  2.708  -2.391  -0.26
C  -0.945  3.447  -3.590  -0.14
C  -2.212  3.257  -4.103  -0.09
C  -2.626  3.774  -5.369  -0.18
C  -3.905  3.527  -5.855  -0.23
C  -4.837  2.790  -5.058  -0.21
C  -4.383  2.231  -3.799  -0.18
C  -3.058  2.305  -3.435  -0.05
C  -2.652  1.511  -2.263  -0.26
H  5.959  -2.280  5.425  0.20
H  6.060  -3.464  6.749  0.22
H  4.957  -1.937  6.832  0.22
H  4.644  -4.419  4.713  0.22
H  3.849  -4.470  6.283  0.22
H  3.544  -1.977  4.377  0.21
H  2.498  -2.371  5.707  0.24
H  -2.074  -0.688  -0.464  0.21
H  -1.077  -0.776  -1.952  0.23
H  0.265  2.903  -1.770  0.23
H  -0.183  4.139  -3.987  0.22
H  -2.066  4.467  -5.955  0.21
H  -4.139  4.036  -6.794  0.22
H  -5.807  2.474  -5.496  0.22
H  -5.058  1.531  -3.268  0.21
H  -3.293  0.786  -1.809  0.22